1.
Entry from OMol25: 2 unconnected molecules or ions with the total composition C6H11N3 in a non-equilibrium geometry (ωB97M-V/def2-TZVPD).

Values from the calculation:
Maximum force: 1.14 eV Å⁻¹
LUMO level: 0.886 eV
HOMO energy: -7.971 eV
Calculated total energy: -10868.03852 eV
Spin multiplicity: 1
Relative energy (zero: lowest compared OMol25 entry of this formula, charge and spin): 64.1 kcal/mol
Gap between HOMO and LUMO: 8.857 eV
SMILES string: [H]/N=C(\C)N=C.CC#CN

Last column: natural (NBO) charge in e.
Positions of all 20 atoms, in Å:
N 0.236 1.230 -1.729  -0.71
N 1.926 -0.126 -1.013  -0.43
N -0.183 2.142 1.012  -0.87
C -1.293 0.120 2.091  -0.13
C 1.992 -0.325 0.220  0.01
C 0.607 -0.972 -2.821  -0.67
C -1.882 -1.040 2.732  -0.67
C 0.840 0.115 -1.802  0.45
C -0.814 1.084 1.557  0.16
H -2.304 -0.755 3.693  0.23
H -0.262 -0.741 -3.432  0.22
H -0.466 1.375 -2.449  0.35
H 0.454 -1.925 -2.314  0.23
H 1.482 -1.067 -3.458  0.24
H 2.972 -0.458 0.658  0.17
H 1.128 -0.380 0.881  0.18
H -2.684 -1.457 2.113  0.22
H -0.691 3.009 1.134  0.38
H -1.126 -1.818 2.895  0.22
H 0.069 1.987 0.033  0.43

Atomic forces in eV per Å
-0.036 0.358 0.140
1.131 -0.103 -0.069
0.012 0.463 -0.087
0.172 0.282 -0.185
-0.241 -0.088 0.259
-0.171 0.146 0.109
-0.091 -0.333 -0.164
-0.698 -0.027 -0.642
-0.112 -0.271 0.295
-0.044 -0.097 0.130
-0.033 -0.023 -0.004
0.047 -0.320 -0.028
0.001 -0.032 -0.022
0.080 -0.031 -0.019
0.176 -0.005 0.127
-0.172 0.031 0.001
0.066 -0.061 0.175
0.131 -0.056 -0.002
-0.198 0.074 0.057
-0.019 0.093 -0.070

2.
Entry from OMol25: a single C6H11N3 molecule in a non-equilibrium geometry (ωB97M-V/def2-TZVPD).

Values from the calculation:
Maximum force: 4.70 eV Å⁻¹
LUMO level (alpha / beta): 0.767 / 0.767 eV
HOMO energy (alpha / beta): -7.017 / -7.015 eV
Calculated total energy: -10865.78607 eV
Spin multiplicity: 1
Relative energy (zero: lowest compared OMol25 entry of this formula, charge and spin): 116.1 kcal/mol
Gap between HOMO and LUMO (alpha / beta): 7.784 / 7.782 eV

Last column: natural (NBO) charge in e.
Positions of all 20 atoms, in Å:
N 1.527 -0.154 1.391  -0.21
N 1.643 -0.316 0.092  -0.28
N 0.927 0.022 -0.977  -0.07
C -0.021 0.913 -1.141  -0.09
C -1.552 0.198 0.800  -0.39
C -0.808 1.326 0.121  -0.46
C 0.462 -0.485 1.971  0.03
C 1.467 -0.469 -2.218  -0.40
C -0.758 -0.964 1.410  -0.49
H -0.052 1.747 0.805  0.23
H -1.346 -1.392 2.156  0.22
H 0.670 -0.500 -2.943  0.21
H -2.121 0.766 1.625  0.21
H 0.547 -0.374 3.036  0.18
H 1.849 -1.492 -2.059  0.23
H -0.303 1.014 -2.198  0.20
H -0.521 -1.810 0.709  0.22
H 2.311 0.100 -2.424  0.22
H -1.636 2.153 -0.213  0.23
H -2.286 -0.284 0.059  0.21

Atomic forces in eV per Å
-0.442 1.278 -0.182
2.380 -1.618 -3.713
-0.655 0.931 2.170
-1.379 -0.272 0.936
-2.374 -0.141 -0.218
-0.442 1.987 -2.391
0.864 0.216 2.507
0.163 -2.576 0.659
-0.183 -0.318 -2.253
-0.675 0.277 -0.161
-1.059 -0.749 1.329
0.174 0.223 -0.402
0.491 -1.327 -1.040
-0.152 -0.042 0.607
-0.348 0.366 0.049
-0.319 0.405 0.899
-0.263 0.918 0.053
1.312 1.216 -0.966
2.240 -1.821 0.982
0.667 1.047 1.136

3.
Entry from OMol25: a single C6H11N3 molecule in a non-equilibrium geometry (ωB97M-V/def2-TZVPD).

Values from the calculation:
Maximum force: 3.33 eV Å⁻¹
LUMO level (alpha / beta): 0.258 / 0.390 eV
HOMO energy (alpha / beta): -7.335 / -7.973 eV
Calculated total energy: -10864.56050 eV
Spin multiplicity: 1
Relative energy (zero: lowest compared OMol25 entry of this formula, charge and spin): 144.3 kcal/mol
Gap between HOMO and LUMO (alpha / beta): 7.592 / 8.363 eV

Last column: natural (NBO) charge in e.
Positions of all 20 atoms, in Å:
N -1.113 -0.723 -0.250  -0.40
N 0.370 0.927 0.457  -0.14
N -0.482 1.807 0.286  -0.13
C 2.026 -0.566 -0.821  -0.39
C 2.679 -0.031 0.408  -0.41
C -1.705 1.676 0.029  0.03
C -1.238 -1.481 0.904  -0.43
C -2.038 0.206 -0.593  -0.30
C 1.554 0.808 -0.285  -0.09
H 2.160 -0.512 1.252  0.22
H -2.088 0.370 -1.725  0.20
H -1.715 -0.911 1.646  0.17
H -3.065 0.022 -0.269  0.20
H 3.708 0.178 0.436  0.22
H -0.301 -1.823 1.334  0.20
H 2.350 -0.284 -1.796  0.22
H 1.327 -1.342 -0.703  0.24
H -2.440 2.467 0.039  0.21
H 1.806 1.629 -0.877  0.20
H -1.796 -2.417 0.530  0.20

Atomic forces in eV per Å
2.598 0.623 -1.852
-0.015 -3.283 0.528
-1.002 2.544 0.063
-0.636 2.150 0.358
-2.758 -0.338 -0.517
0.310 -1.465 -1.159
-0.737 -1.962 -0.570
-1.055 1.686 -0.971
1.126 -1.349 1.368
1.007 0.348 -0.004
0.130 -0.100 1.333
-1.256 0.237 1.566
-0.213 -0.249 0.301
1.021 0.589 0.211
0.331 -0.025 -0.300
0.859 -0.796 -0.636
-0.691 -0.887 -0.212
0.169 0.115 0.161
0.433 1.161 -0.912
0.377 1.002 1.242

4.
Entry from OMol25: a molecular structure, C6H11N3 in a non-equilibrium geometry (ωB97M-V/def2-TZVPD).

Values from the calculation:
Maximum force: 2.04 eV Å⁻¹
LUMO level (alpha / beta): 0.076 / -0.856 eV
HOMO energy (alpha / beta): -9.631 / -7.690 eV
Calculated total energy: -10864.77018 eV
Spin multiplicity: 1
Relative energy (zero: lowest compared OMol25 entry of this formula, charge and spin): 139.5 kcal/mol
Gap between HOMO and LUMO (alpha / beta): 9.707 / 6.834 eV

Last column: natural (NBO) charge in e.
Positions of all 20 atoms, in Å:
N 1.141 -0.886 0.439  -0.25
N -0.601 2.940 1.534  -0.34
N -0.913 0.187 -0.627  -0.39
C -0.798 1.104 -1.495  -0.06
C -0.928 1.892 1.191  0.27
C -2.527 0.086 1.103  -0.29
C -1.213 0.513 0.770  -0.32
C 1.054 -2.088 -0.349  -0.47
C 2.104 0.044 -0.091  -0.48
H -0.979 2.167 -1.328  0.17
H 3.114 -0.369 0.039  0.22
H -3.113 0.581 1.862  0.20
H 0.234 -2.711 0.006  0.21
H -0.118 -0.212 1.168  0.36
H 1.994 -2.649 -0.242  0.21
H -0.418 0.816 -2.471  0.17
H 2.054 0.979 0.469  0.22
H 1.931 0.291 -1.153  0.19
H -2.952 -0.773 0.606  0.19
H 0.933 -1.911 -1.429  0.20

Atomic forces in eV per Å
0.807 -0.424 0.314
-0.114 0.032 -0.048
-0.222 0.717 -0.797
0.265 -0.375 0.346
0.340 -0.153 -0.046
-0.790 -0.521 0.596
1.950 -0.533 -0.282
-0.229 -0.012 -0.066
-0.333 0.471 0.119
0.087 0.056 0.232
-0.104 -0.036 -0.141
0.119 -0.033 0.091
0.051 0.016 -0.040
-1.645 0.926 -0.551
-0.048 0.059 0.144
-0.313 -0.029 -0.195
0.044 -0.031 0.029
0.137 -0.283 0.158
0.074 -0.019 -0.046
-0.076 0.170 0.185

5.
Entry from OMol25: 2 unconnected molecules or ions with the total composition C6H11N3O in a non-equilibrium geometry (ωB97M-V/def2-TZVPD).

Values from the calculation:
Maximum force: 5.77 eV Å⁻¹
LUMO level: 0.914 eV
HOMO energy: -7.894 eV
Calculated total energy: -12917.56187 eV
Spin multiplicity: 1
Relative energy (zero: lowest compared OMol25 entry of this formula, charge and spin): 34.2 kcal/mol
Gap between HOMO and LUMO: 8.808 eV
SMILES string: Cc1c[nH]cn1.CC(N)=O

Last column: natural (NBO) charge in e.
Positions of all 21 atoms, in Å:
O 0.087 -0.422 2.063  -0.61
N -0.654 -1.905 -0.616  -0.51
N 0.016 1.656 1.022  -0.84
N -1.086 -0.120 -2.011  -0.47
C 0.564 -1.377 -0.994  -0.12
C -1.640 -1.092 -1.252  0.13
C 0.220 -0.205 -1.869  0.09
C 0.192 0.801 2.121  0.68
C 0.446 1.542 3.403  -0.72
C 1.376 0.475 -2.670  -0.64
H 1.967 -0.271 -3.157  0.22
H -0.650 -2.762 -0.050  0.43
H 1.520 -1.547 -0.532  0.22
H -2.672 -1.402 -0.986  0.20
H 0.533 0.808 4.231  0.24
H -0.078 1.369 0.082  0.41
H 1.943 1.012 -1.983  0.21
H 1.482 2.007 3.385  0.23
H -0.249 2.288 3.589  0.22
H 0.955 1.051 -3.487  0.22
H -0.326 2.538 1.215  0.38

Atomic forces in eV per Å
0.607 1.390 -0.080
1.126 2.006 -1.539
1.034 -1.904 1.590
-2.376 -1.111 1.101
-1.920 3.316 -1.832
0.976 -1.659 1.110
3.916 -3.943 1.556
-1.052 -0.569 -1.298
3.238 -1.618 0.514
-3.102 -1.090 -0.244
0.459 -0.606 -0.014
-0.876 0.925 -0.296
-0.068 -0.582 -0.001
0.682 0.937 -0.891
-0.538 0.477 -0.498
-0.284 -0.967 -0.782
1.204 1.321 0.807
-1.225 -0.297 -0.271
-1.384 1.376 0.428
0.014 0.565 0.204
-0.431 2.033 0.439

6.
Entry from OMol25: 2 unconnected molecules or ions with the total composition C6H11N3O in a non-equilibrium geometry (ωB97M-V/def2-TZVPD).

Values from the calculation:
Maximum force: 1.39 eV Å⁻¹
LUMO level: 0.728 eV
HOMO energy: -8.060 eV
Calculated total energy: -12917.38350 eV
Spin multiplicity: 1
Relative energy (zero: lowest compared OMol25 entry of this formula, charge and spin): 38.3 kcal/mol
Gap between HOMO and LUMO: 8.788 eV
SMILES string: CC1=NNC[C@H]1C.N=C=O

Last column: natural (NBO) charge in e.
Positions of all 21 atoms, in Å:
O 3.142 -1.342 0.863  -0.51
N -0.241 1.950 -0.156  -0.46
N -0.053 1.077 -1.180  -0.24
N 3.320 0.775 -0.105  -0.78
C -0.325 -0.113 -0.816  0.20
C -2.123 -0.674 0.855  -0.60
C -0.677 -0.221 0.659  -0.29
C -0.273 -1.280 -1.733  -0.65
C -0.440 1.234 1.109  -0.24
C 3.207 -0.343 0.290  0.86
H -1.315 1.649 1.616  0.20
H 0.426 1.327 1.768  0.19
H -0.846 -2.108 -1.324  0.22
H 0.758 -1.612 -1.864  0.22
H 0.399 2.730 -0.165  0.37
H 3.148 1.244 -0.966  0.43
H -2.393 -0.645 1.906  0.21
H -2.253 -1.693 0.497  0.21
H -0.664 -1.009 -2.710  0.23
H -2.793 -0.024 0.297  0.21
H -0.004 -0.921 1.161  0.22

Atomic forces in eV per Å
-0.123 -1.338 0.370
-0.330 0.634 0.595
0.201 -0.536 -0.837
0.260 0.998 -0.158
0.254 0.231 0.460
0.247 -0.065 -0.060
-0.164 0.246 -0.129
0.127 0.051 -0.129
0.021 0.046 0.088
-0.080 0.453 0.098
0.091 -0.104 0.112
0.033 -0.020 0.022
-0.049 -0.103 -0.080
0.008 -0.115 0.005
0.034 -0.190 -0.056
-0.169 -0.097 -0.324
-0.089 -0.010 0.131
-0.104 -0.091 -0.004
-0.034 -0.072 -0.081
-0.132 0.077 -0.017
-0.002 0.005 -0.004

7.
Entry from OMol25: 2 unconnected molecules or ions with the total composition C6H11N3OS2 in a non-equilibrium geometry (ωB97M-V/def2-TZVPD).

Values from the calculation:
Maximum force: 1.37 eV Å⁻¹
LUMO level: 0.509 eV
HOMO energy: -8.240 eV
Calculated total energy: -34584.03821 eV
Spin multiplicity: 1
Relative energy (zero: lowest compared OMol25 entry of this formula, charge and spin): 69.8 kcal/mol
Gap between HOMO and LUMO: 8.748 eV
SMILES string: C=NOC(=S)NN.C=CSC=C

Last column: natural (NBO) charge in e.
Positions of all 23 atoms, in Å:
S -2.656 -0.194 1.928  0.27
S 3.074 2.063 -0.474  -0.21
O 2.618 -0.031 -1.927  -0.37
N 1.692 -0.907 -2.510  -0.15
N 0.728 0.997 -1.138  -0.47
N 0.005 1.961 -0.436  -0.63
C -1.659 0.093 0.499  -0.34
C -1.491 -0.663 4.348  -0.40
C 2.065 0.979 -1.199  0.37
C 2.309 -1.803 -3.161  -0.08
C -1.449 -0.857 3.033  -0.36
C -2.128 -0.013 -0.740  -0.40
H -0.647 0.432 0.693  0.21
H -3.141 -0.351 -0.944  0.21
H 3.396 -1.838 -3.224  0.20
H 1.696 -2.546 -3.661  0.20
H -1.505 0.252 -1.591  0.18
H -0.697 -1.493 2.579  0.21
H -2.239 -0.026 4.809  0.20
H 0.330 1.942 0.528  0.36
H 0.283 2.873 -0.796  0.37
H -0.777 -1.159 5.002  0.21
H 0.193 0.289 -1.618  0.42

Atomic forces in eV per Å
0.096 -0.038 -0.035
-0.179 -0.205 -0.118
0.075 0.144 0.091
0.109 -0.390 -0.282
0.253 -0.116 -0.167
0.773 1.035 -0.450
-0.282 -0.513 0.042
0.041 -0.084 -0.167
0.124 0.231 0.161
-0.162 0.170 0.123
-0.067 0.140 0.221
-0.132 -0.203 0.254
-0.595 -0.586 0.208
0.181 0.037 0.020
-0.132 0.030 0.031
0.052 0.101 0.072
-0.530 0.001 0.147
0.013 -0.004 -0.003
0.079 -0.066 -0.062
0.098 0.242 -0.050
0.043 -0.052 0.040
-0.130 0.095 -0.132
0.271 0.029 0.058

8.
Entry from OMol25: 2 unconnected molecules or ions with the total composition C6H11N4 in a non-equilibrium geometry (ωB97M-V/def2-TZVPD).

Values from the calculation:
Maximum force: 4.85 eV Å⁻¹
LUMO level: -3.286 eV
HOMO energy: -13.152 eV
Calculated total energy: -12351.63590 eV
Net charge: +1
Spin multiplicity: 1
Relative energy (zero: lowest compared OMol25 entry of this formula, charge and spin): 65.3 kcal/mol
Gap between HOMO and LUMO: 9.867 eV

Last column: natural (NBO) charge in e.
Positions of all 21 atoms, in Å:
N -0.564 -0.345 -0.018  -0.52
N 3.975 0.525 0.077  -0.48
N -4.040 -0.038 -0.037  -0.36
N -2.860 -0.716 -0.184  -0.38
C -1.807 0.121 -0.024  0.45
C -0.144 -1.737 0.188  -0.40
C -3.724 1.298 0.006  0.08
C 2.829 0.271 0.073  0.22
C -2.348 1.454 0.110  -0.35
C 5.368 0.565 -0.184  -0.46
H -0.551 -2.254 -0.712  0.21
H 0.017 0.438 -0.203  0.43
H 5.768 1.574 -0.396  0.25
H -1.661 2.261 0.207  0.26
H 0.852 -1.841 0.392  0.25
H -3.009 -1.574 0.328  0.43
H 5.761 -0.300 -0.812  0.25
H -0.575 -2.042 1.041  0.20
H -4.322 2.169 0.046  0.26
H -4.783 -0.340 -0.642  0.42
H 5.818 0.511 0.746  0.23

Atomic forces in eV per Å
-0.741 1.464 0.414
-1.722 -0.604 -1.020
-0.528 2.568 -0.148
-0.728 -1.035 0.469
-0.527 -0.786 0.252
-2.250 1.666 -3.961
2.949 -0.009 0.596
1.342 0.529 0.188
-0.225 -2.169 -0.887
0.824 0.035 -0.736
0.836 -0.390 0.814
1.782 -0.053 0.252
-0.799 -0.460 -1.113
-0.338 0.887 0.114
2.747 0.145 -0.373
1.036 -0.642 -0.236
-0.820 1.450 0.516
-2.049 -1.438 2.980
-1.427 0.047 -0.147
-0.397 -0.263 -0.114
1.037 -0.941 2.142

> Which value of relative energy (zero: lowest compared OMol25 entry of this formula, charge and spin) does entry 1 give?

64.1 kcal/mol

Please write out number 4 again, unchanged.
Entry from OMol25: a molecular structure, C6H11N3 in a non-equilibrium geometry (ωB97M-V/def2-TZVPD).

Values from the calculation:
Maximum force: 2.04 eV Å⁻¹
LUMO level (alpha / beta): 0.076 / -0.856 eV
HOMO energy (alpha / beta): -9.631 / -7.690 eV
Calculated total energy: -10864.77018 eV
Spin multiplicity: 1
Relative energy (zero: lowest compared OMol25 entry of this formula, charge and spin): 139.5 kcal/mol
Gap between HOMO and LUMO (alpha / beta): 9.707 / 6.834 eV

Last column: natural (NBO) charge in e.
Positions of all 20 atoms, in Å:
N 1.141 -0.886 0.439  -0.25
N -0.601 2.940 1.534  -0.34
N -0.913 0.187 -0.627  -0.39
C -0.798 1.104 -1.495  -0.06
C -0.928 1.892 1.191  0.27
C -2.527 0.086 1.103  -0.29
C -1.213 0.513 0.770  -0.32
C 1.054 -2.088 -0.349  -0.47
C 2.104 0.044 -0.091  -0.48
H -0.979 2.167 -1.328  0.17
H 3.114 -0.369 0.039  0.22
H -3.113 0.581 1.862  0.20
H 0.234 -2.711 0.006  0.21
H -0.118 -0.212 1.168  0.36
H 1.994 -2.649 -0.242  0.21
H -0.418 0.816 -2.471  0.17
H 2.054 0.979 0.469  0.22
H 1.931 0.291 -1.153  0.19
H -2.952 -0.773 0.606  0.19
H 0.933 -1.911 -1.429  0.20

Atomic forces in eV per Å
0.807 -0.424 0.314
-0.114 0.032 -0.048
-0.222 0.717 -0.797
0.265 -0.375 0.346
0.340 -0.153 -0.046
-0.790 -0.521 0.596
1.950 -0.533 -0.282
-0.229 -0.012 -0.066
-0.333 0.471 0.119
0.087 0.056 0.232
-0.104 -0.036 -0.141
0.119 -0.033 0.091
0.051 0.016 -0.040
-1.645 0.926 -0.551
-0.048 0.059 0.144
-0.313 -0.029 -0.195
0.044 -0.031 0.029
0.137 -0.283 0.158
0.074 -0.019 -0.046
-0.076 0.170 0.185

> calculated total energy of number 5 (C6H11N3O)?

-12917.56187 eV

> Which value of spin multiplicity does entry 6 give?

1